No. 1
This record from the OMol25 dataset describes a cluster of 19 separate species, C57H114O57 in total at a distorted geometry. The level of theory is wB97M-V/def2-TZVPD.

Summary:
gap between HOMO and LUMO: 11.032 eV
energy relative to the best compared isomer or geometry (same formula, charge and spin): 4.659 eV
LUMO: 0.45 eV

ORCA input file:
```
! wB97M-V def2-TZVPD RIJCOSX def2/J DEFGRID3
* xyz 0 1
C -1.2721 -1.0120 2.3616
O -0.3600 -0.7216 1.2480
C -0.1973 0.5508 0.7938
O -0.7729 1.4984 1.2568
O 0.7304 0.4974 -0.1576
C 1.2706 1.6553 -0.7627
H -2.3167 -1.0852 2.0592
H -1.0153 -0.3202 3.1639
H -1.0197 -1.9763 2.8026
H 0.5974 2.4062 -1.1761
H 1.9596 1.3754 -1.5596
H 1.8506 2.2838 -0.0869
C 4.1227 5.0066 -0.7819
O 4.0966 3.7900 -1.5205
C 4.9102 2.7780 -1.1673
O 5.5012 2.6674 -0.0769
O 4.9154 1.9031 -2.2026
C 5.6833 0.6940 -2.0906
H 3.7377 5.7929 -1.4312
H 5.1399 5.2292 -0.4596
H 3.4839 4.8499 0.0873
H 5.1146 0.0692 -1.4019
H 6.5604 0.9062 -1.4792
H 6.1062 0.2009 -2.9659
C -1.6643 4.9410 0.5872
O -1.4631 5.6077 -0.6437
C -0.3903 6.3982 -0.7987
O 0.5272 6.5312 0.0223
O -0.4547 6.9695 -2.0779
C 0.6345 7.5300 -2.7060
H -2.4409 4.1829 0.6890
H -1.7633 5.5729 1.4698
H -0.7721 4.3521 0.8002
H 0.3511 7.8634 -3.7043
H 1.3856 6.7415 -2.6595
H 0.8163 8.4181 -2.1008
C -5.7175 -2.7411 -4.4097
O -5.2292 -2.1928 -3.2212
C -6.0367 -1.9067 -2.1557
O -7.2640 -2.0577 -2.0924
O -5.3435 -1.0982 -1.3414
C -5.9722 -0.3937 -0.2712
H -5.9555 -3.7907 -4.2368
H -4.9329 -2.7641 -5.1659
H -6.6826 -2.2837 -4.6275
H -6.4987 -0.9695 0.4899
H -6.7722 0.1892 -0.7276
H -5.2357 0.2800 0.1668
C 8.2392 7.6845 -4.7092
O 7.0713 7.0725 -4.1623
C 5.9371 6.9115 -5.0281
O 5.7195 7.4996 -6.0821
O 5.1710 6.0459 -4.4538
C 3.8470 5.6954 -4.8601
H 9.1008 7.4157 -4.0980
H 8.3343 8.7688 -4.7656
H 8.5984 7.3225 -5.6726
H 3.5028 4.8242 -4.3026
H 3.8392 5.3700 -5.9003
H 3.1407 6.4792 -4.5864
C 2.7659 -0.3462 3.0156
O 3.3914 0.7957 3.5846
C 2.9514 1.9891 3.3444
O 2.0368 2.1658 2.5107
O 3.7861 2.9075 3.9285
C 3.7210 4.3699 3.7522
H 1.9124 -0.7361 3.5703
H 3.5184 -1.1324 2.9551
H 2.5358 -0.0783 1.9844
H 4.5046 4.8586 4.3312
H 2.7599 4.7076 4.1399
H 3.7551 4.5250 2.6738
C -2.7000 -4.2328 -0.7697
O -4.0658 -4.3745 -0.4889
C -4.5427 -3.9676 0.7417
O -3.9118 -3.5182 1.6834
O -5.8195 -4.2005 0.6981
C -6.6619 -3.6227 1.7193
H -2.1481 -3.6439 -0.0371
H -2.5632 -3.8906 -1.7955
H -2.2370 -5.2195 -0.7593
H -7.1688 -4.3884 2.3066
H -7.4445 -3.0927 1.1764
H -5.9901 -3.0872 2.3901
C -3.2662 -1.1667 -6.7098
O -3.3646 -0.6411 -5.3708
C -2.6169 -1.2230 -4.4119
O -2.0277 -2.3029 -4.5107
O -2.6195 -0.3703 -3.2261
C -2.2004 -0.8760 -1.9885
H -4.0213 -1.9122 -6.9593
H -2.2804 -1.3967 -7.1141
H -3.6940 -0.3945 -7.3492
H -2.9572 -0.7713 -1.2111
H -1.3142 -0.2910 -1.7424
H -1.8614 -1.9107 -2.0393
C 8.6597 4.1502 -8.7804
O 8.0906 4.0700 -7.4327
C 7.2985 3.0713 -7.0365
O 7.2365 1.9367 -7.4542
O 6.7685 3.4746 -5.8228
C 6.2828 2.5461 -4.8356
H 9.5285 3.4928 -8.8140
H 8.8914 5.1903 -9.0095
H 7.8621 3.9423 -9.4937
H 5.8552 1.6956 -5.3666
H 5.3861 3.0152 -4.4306
H 6.9831 2.3357 -4.0273
C -2.2538 -8.8550 8.3699
O -2.5839 -7.4671 8.1423
C -3.2456 -7.0803 6.9890
O -3.7283 -7.7817 6.1359
O -3.2378 -5.7573 6.8999
C -3.9515 -5.1405 5.8823
H -1.2053 -9.0422 8.1382
H -2.7517 -9.6006 7.7499
H -2.5279 -9.1777 9.3743
H -3.4338 -5.1353 4.9231
H -4.3442 -4.1887 6.2400
H -4.8098 -5.6697 5.4683
C -0.3954 3.6701 3.7653
O -1.4940 4.5065 3.8311
C -2.4635 4.1353 4.6316
O -2.4465 3.1127 5.3239
O -3.5415 4.8366 4.2187
C -4.8591 4.6073 4.7802
H 0.2854 4.0008 2.9810
H -0.7179 2.6666 3.4873
H 0.2504 3.7324 4.6411
H -5.2672 5.5642 5.1055
H -4.8221 3.9894 5.6774
H -5.5756 4.1540 4.0952
C 5.3995 -2.5087 0.4903
O 4.4173 -2.8278 -0.4461
C 3.1666 -2.9601 -0.0266
O 2.7806 -2.8018 1.1105
O 2.4852 -3.0859 -1.1705
C 1.0782 -2.9395 -1.2446
H 5.2820 -2.8389 1.5224
H 5.4241 -1.4205 0.4341
H 6.4060 -2.8085 0.1983
H 0.8502 -2.0472 -0.6617
H 0.5410 -3.8237 -0.9014
H 0.8114 -2.7391 -2.2823
C -0.5952 0.9139 6.0549
O -0.7018 -0.1574 6.9580
C -0.7866 -1.4007 6.6312
O -1.0413 -1.8283 5.5363
O -0.6910 -2.1523 7.8067
C -0.8429 -3.6058 7.9416
H 0.4604 1.0380 5.8134
H -0.8290 1.7666 6.6924
H -1.2035 0.9514 5.1512
H -0.2979 -3.8632 8.8498
H -0.3395 -4.1565 7.1470
H -1.8782 -3.9378 8.0196
C 2.6507 -3.9809 4.8192
O 3.0681 -5.2686 4.3542
C 2.8825 -6.4018 5.1982
O 3.3639 -7.5427 4.9932
O 1.9526 -6.1638 6.1642
C 1.5033 -7.1731 7.0345
H 1.5622 -3.9927 4.7635
H 2.9111 -3.1733 4.1352
H 2.9453 -3.7820 5.8496
H 2.0939 -8.0881 6.9867
H 0.4654 -7.4611 6.8678
H 1.6597 -6.6375 7.9708
C 0.9612 -0.8064 -4.0564
O 1.6966 -0.8945 -5.2730
C 2.9886 -0.4667 -5.3403
O 3.5598 0.2867 -4.5520
O 3.6111 -0.8020 -6.5568
C 3.1131 -1.7219 -7.5881
H 0.0578 -1.4148 -4.0982
H 0.8565 0.2229 -3.7132
H 1.5785 -1.1751 -3.2372
H 2.3407 -1.2576 -8.2013
H 2.7279 -2.6516 -7.1692
H 3.9420 -2.0590 -8.2104
C -5.1387 2.6368 2.0551
O -4.6481 1.3564 2.3930
C -5.0398 0.6247 3.4640
O -5.7937 1.0064 4.4091
O -4.4366 -0.5466 3.4367
C -4.4882 -1.5452 4.5143
H -4.2578 3.2703 2.1589
H -6.0180 3.0112 2.5791
H -5.4693 2.7829 1.0267
H -4.7997 -1.1319 5.4736
H -3.5154 -1.9841 4.7362
H -5.2650 -2.2854 4.3224
C -0.7287 2.3550 -4.8656
O 0.6504 2.4279 -5.0059
C 1.1942 2.5715 -6.2106
O 0.6024 2.6962 -7.3019
O 2.4741 2.7968 -6.0211
C 3.2990 2.9868 -7.2225
H -0.9510 2.0287 -3.8496
H -1.1792 1.6982 -5.6098
H -1.1571 3.3531 -4.9573
H 4.2877 3.4154 -7.0585
H 2.8018 3.5791 -7.9906
H 3.4676 2.0368 -7.7297
C -6.3392 1.3246 -3.7923
O -6.1041 2.5330 -3.1080
C -4.8760 3.1159 -3.2410
O -3.9356 2.7005 -3.8884
O -5.0349 4.3837 -2.6955
C -3.8437 5.2398 -2.7185
H -7.3850 1.0216 -3.8435
H -5.7008 0.6805 -3.1877
H -5.8911 1.2714 -4.7845
H -3.8894 5.9850 -1.9243
H -3.7551 5.7503 -3.6775
H -2.9743 4.6025 -2.5565
C -0.9271 -9.3738 4.9172
O 0.0465 -8.5540 4.2842
C -0.3154 -7.3080 4.0351
O -1.3374 -6.7338 4.4553
O 0.5429 -6.7922 3.1501
C 0.2426 -5.4534 2.6262
H -0.7065 -10.4281 4.7498
H -1.9543 -9.0628 4.7263
H -0.9429 -9.2822 6.0032
H -0.3892 -5.6839 1.7684
H 1.0957 -4.7926 2.4723
H -0.2410 -4.6867 3.2315
*
```



No. 2
This record from the OMol25 dataset describes a cluster of 2 separate species, C13H5ClF4NO6S in total at a distorted geometry. The level of theory is wB97M-V/def2-TZVPD.

Summary:
gap between HOMO and LUMO: 4.251 eV
energy relative to the best compared isomer or geometry (same formula, charge and spin): 0.891 eV
LUMO: 0.58 eV

ORCA input file:
```
! wB97M-V def2-TZVPD RIJCOSX def2/J DEFGRID3
* xyz -1 1
F -0.2949 -3.2119 3.6228
C -0.5573 -1.9651 4.0566
C 0.1760 -0.9094 3.6512
F 1.1602 -1.0507 2.7367
C 0.0335 0.4080 4.3162
O 0.8136 1.3357 4.0949
C -1.1273 0.5712 5.2053
F -1.3692 1.7952 5.7233
C -1.9513 -0.4513 5.4832
F -3.1012 -0.2357 6.1619
C -1.7364 -1.7858 4.9125
O -2.5087 -2.7153 5.1767
O 0.3887 0.5270 -7.1911
N 1.1538 -0.0268 -6.3637
O 2.1136 -0.7649 -6.7037
C 0.9373 0.1917 -4.9604
C 1.8027 -0.4061 -4.0299
C 1.6123 -0.1813 -2.6718
C 0.5711 0.6373 -2.2303
S 0.4289 1.0964 -0.4781
C -0.4329 -0.0839 0.4966
Cl -1.2967 0.6966 1.7101
O 1.7968 1.1450 -0.0069
O -0.3933 2.2899 -0.5659
C -0.2784 1.2439 -3.1607
C -0.1020 1.0315 -4.5207
H 2.6087 -1.0291 -4.4032
H 2.2780 -0.6350 -1.9534
H -0.9148 -0.9102 -0.0289
H -1.0681 1.8950 -2.8177
H -0.7426 1.4980 -5.2616
*
```



No. 3
This record from the OMol25 dataset describes a cluster of 2 separate species, C4H6O2 in total. The level of theory is wB97M-V/def2-TZVPD.

Summary:
gap between HOMO and LUMO: 8.560 eV
energy relative to the best compared isomer or geometry (same formula, charge and spin): 5.882 eV
LUMO: 0.44 eV

ORCA input file:
```
! wB97M-V def2-TZVPD RIJCOSX def2/J DEFGRID3
* xyz 0 1
O -0.1251 -1.1271 1.9118
C -1.0192 -0.8969 0.9729
C -1.7887 -0.1064 0.3294
O -2.6306 -0.9888 1.0063
H 0.0826 -2.0738 1.9342
H -1.9850 0.7675 -0.2741
C 0.9920 0.4699 -1.5334
C 1.4938 1.0079 -0.4279
H 1.1602 0.9063 -2.5146
H 0.3898 -0.4341 -1.4994
H 2.0949 1.9123 -0.4573
H 1.3353 0.5632 0.5520
*
```



No. 4
This record from the OMol25 dataset describes a structure of composition C4NO5RuS4. The level of theory is wB97M-V/def2-TZVPD.

Summary:
gap between HOMO and LUMO: 6.528 eV
LUMO: -7.22 eV

ORCA input file:
```
! wB97M-V def2-TZVPD RIJCOSX def2/J DEFGRID3
* xyz 1 1
Ru 1.6554 0.0163 -0.1165
O -4.8116 1.8812 0.8356
C -3.6864 1.5722 0.6861
S -2.7543 0.6258 1.9100
C -1.2836 0.5802 1.0433
C -1.2735 1.2508 -0.2827
S 0.0668 1.2970 -1.2252
S -2.7328 1.9954 -0.7835
S 0.0420 -0.1659 1.6576
O 2.2022 -3.5910 0.1360
N 2.0665 -2.4280 0.0796
O 1.1801 -1.8423 -0.6905
O 2.7393 -1.5589 0.7428
O 3.6642 0.2179 -2.4187
C 2.9256 0.1493 -1.5740
*
```



No. 5
This record from the OMol25 dataset describes a cluster of 4 separate species, C13H38BFNO18P5 in total at a distorted geometry. The level of theory is wB97M-V/def2-TZVPD.

Summary:
gap between HOMO and LUMO: 7.614 eV
LUMO: -1.58 eV

ORCA input file:
```
! wB97M-V def2-TZVPD RIJCOSX def2/J DEFGRID3
* xyz 0 1
C -3.8144 1.1310 4.9633
B -3.7484 0.4083 3.5676
O -4.6687 0.7357 2.5810
C -2.6619 -0.7604 3.2543
F -2.7729 -1.2843 1.9851
O -2.7178 -1.7553 4.2752
C -3.5792 -2.8100 3.9961
O -4.6582 -2.6748 3.5128
P -3.0310 -4.5636 4.4738
C -1.4616 -4.8790 3.5506
O -2.5781 -4.3760 6.0651
P -0.9446 0.0002 3.3253
N -0.9472 1.5008 3.7111
O -0.3071 -0.1530 1.8236
O -0.0672 -0.9478 4.2992
H -4.6002 0.6872 5.5880
H -2.8515 1.1188 5.4795
H -4.0612 2.1858 4.8129
H -5.4807 0.2599 2.8066
H -0.6125 -4.6271 4.1957
H -1.3593 -5.9350 3.3017
H -1.4462 -4.2853 2.6318
H -1.8142 -3.7832 6.1116
H -0.5551 2.0380 2.9408
H -0.3911 -1.0962 1.6040
H 0.7328 -0.4350 4.4956
C -1.4585 2.7238 -4.0741
O -1.4643 3.2404 -2.7329
P -0.1139 3.1026 -1.7795
O -0.5273 3.9819 -0.6520
O 0.8636 3.7835 -2.8752
C 0.7352 5.1786 -3.1479
O 1.1879 2.3115 -1.1250
C 0.8902 1.1246 -0.3598
H -2.3222 2.0716 -4.2037
H -1.5403 3.5610 -4.7672
H -0.5549 2.1557 -4.2893
H -0.0954 5.6289 -2.6054
H 0.5687 5.3092 -4.2188
H 1.6657 5.6729 -2.8739
H 0.3803 0.3867 -0.9829
H 0.2723 1.3748 0.4891
H 1.8295 0.7004 -0.0125
C -1.9022 3.9541 -10.6630
O -1.4798 4.3792 -9.3554
P 0.1260 4.2568 -8.8883
O -0.0389 5.0693 -7.6378
O 0.6609 5.0761 -10.1792
C 0.3024 6.4478 -10.3224
O 1.6973 3.7508 -8.5927
C 1.8504 2.5554 -7.8092
H -2.7409 3.2669 -10.5539
H -2.2351 4.8300 -11.2195
H -1.1075 3.4525 -11.2120
H -0.3790 6.7795 -9.5399
H -0.1824 6.5809 -11.2912
H 1.2107 7.0471 -10.2994
H 1.3659 1.7054 -8.2916
H 1.4325 2.7010 -6.8103
H 2.9137 2.3463 -7.7241
C 4.7539 -6.0266 7.7471
O 3.5424 -6.4494 7.0954
P 2.8654 -5.5290 5.8950
O 1.8356 -6.4880 5.4087
O 4.2223 -5.4638 5.0172
C 4.6780 -6.6460 4.3648
O 2.3554 -4.1164 5.1888
C 1.3666 -3.3638 5.9126
H 4.5931 -6.0400 8.8244
H 5.5433 -6.7352 7.4994
H 5.0552 -5.0240 7.4497
H 4.0620 -7.5123 4.6039
H 5.7028 -6.8443 4.6834
H 4.6720 -6.4749 3.2898
H 1.7403 -3.0760 6.8964
H 0.4522 -3.9514 6.0258
H 1.1461 -2.4654 5.3459
*
```



No. 6
This record from the OMol25 dataset describes a structure of composition C10H8N2O5Zn at a distorted geometry. The level of theory is wB97M-V/def2-TZVPD.

Summary:
gap between HOMO and LUMO: 7.020 eV
LUMO: -9.07 eV

ORCA input file:
```
! wB97M-V def2-TZVPD RIJCOSX def2/J DEFGRID3
* xyz 2 1
Zn 0.1787 0.0503 0.2042
C -1.5611 -0.7228 -1.2030
O -2.4235 -1.1253 -1.8054
C 0.4237 1.4826 -1.3897
O 0.5152 2.2328 -2.2616
C 1.3621 -1.2464 -0.9199
O 2.0019 -2.0036 -1.5180
C -1.2539 1.3056 1.0035
O -2.0811 1.9665 1.4710
H 3.2410 1.3947 2.7592
H 3.3796 1.9246 2.2452
N -3.8440 -4.3383 3.1944
C -3.5187 -3.1831 2.5188
O -4.3662 -2.4171 2.0509
C -2.0625 -2.9045 2.4231
C -0.9862 -3.5987 3.0039
C 0.3309 -3.2302 2.7778
C 0.6089 -2.1535 1.9439
N -0.4354 -1.5062 1.4290
C -1.7304 -1.8094 1.6148
H -4.8272 -4.5337 3.2448
H -3.2249 -5.0224 3.5788
H -1.2136 -4.4534 3.6433
H 1.1739 -3.7473 3.2093
H 1.6233 -1.8111 1.6864
H -2.4616 -1.1626 1.1064
*
```